{
  "formula": "C50H49BrCl2F5N4NaP2SSi2",
  "method": "ωB97M-V/def2-TZVPD",
  "elements": ["Na", "C", "Si", "C", "C", "N", "P", "C", "P", "N", "Si", "C", "C", "C", "C", "C", "C", "C", "C", "C", "C", "C", "C", "C", "C", "C", "C", "C", "C", "C", "C", "C", "C", "C", "C", "C", "C", "C", "H", "H", "H", "H", "H", "H", "H", "H", "H", "H", "H", "H", "H", "H", "H", "H", "H", "H", "H", "H", "H", "H", "H", "H", "H", "H", "H", "H", "H", "H", "H", "H", "H", "H", "H", "H", "H", "H", "Br", "C", "C", "C", "C", "C", "C", "N", "C", "C", "C", "C", "C", "C", "N", "H", "H", "H", "H", "H", "H", "H", "H", "H", "Cl", "C", "Cl", "H", "H", "F", "C", "C", "F", "C", "F", "C", "S", "C", "F", "C", "F"],
  "xyz": [[0.7080, 0.2246, -0.4410], [-1.9642, 3.3027, 2.4558], [-2.3509, 2.8051, 0.6603], [-4.2298, 3.1697, 0.5531], [-1.6183, 4.1086, -0.5102], [-1.7040, 1.3104, 0.1957], [-2.0812, -0.2370, 0.3522], [-1.0991, -1.2003, -0.6448], [-0.2014, -2.5478, -0.1412], [1.3897, -2.3597, -0.2726], [2.5695, -3.5419, 0.0651], [3.8281, -2.8638, 1.3179], [3.5610, -3.9964, -1.5080], [2.1204, -5.2788, 0.7322], [-0.5766, -3.3548, 1.4551], [-1.6414, -4.2318, 1.6403], [-1.8162, -4.8758, 2.8553], [-0.9538, -4.6162, 3.9104], [0.0636, -3.6846, 3.7573], [0.2521, -3.0579, 2.5357], [-0.6151, -3.8837, -1.3656], [-0.7283, -3.4243, -2.6822], [-0.8753, -4.2999, -3.7452], [-0.9032, -5.6714, -3.5151], [-0.7996, -6.1433, -2.2168], [-0.6582, -5.2593, -1.1522], [-2.2941, -0.6028, 2.1347], [-1.3724, 0.0027, 2.9892], [-1.4606, -0.1665, 4.3606], [-2.4815, -0.9397, 4.8951], [-3.3836, -1.5720, 4.0511], [-3.2822, -1.4199, 2.6757], [-3.8247, -0.4090, -0.2642], [-4.9369, 0.0542, 0.4366], [-6.1919, 0.0868, -0.1540], [-6.3574, -0.3377, -1.4651], [-5.2589, -0.8071, -2.1737], [-4.0070, -0.8451, -1.5747], [-2.2767, 4.3346, 2.6476], [-0.8951, 3.2300, 2.6764], [-2.4869, 2.6542, 3.1640], [-4.3766, 4.2538, 0.5098], [-4.7698, 2.7968, 1.4264], [-4.6858, 2.7321, -0.3374], [-1.5317, 5.0786, -0.0104], [-2.2546, 4.2383, -1.3904], [-0.6284, 3.8133, -0.8567], [3.4224, -2.8701, 2.3326], [4.0940, -1.8319, 1.0796], [4.7452, -3.4625, 1.3163], [4.3470, -3.2621, -1.7026], [2.9073, -4.0544, -2.3831], [4.0449, -4.9702, -1.3832], [1.3464, -5.2432, 1.5028], [3.0023, -5.7569, 1.1687], [1.7614, -5.9198, -0.0751], [-2.3225, -4.4150, 0.8162], [-2.6285, -5.5837, 2.9815], [-1.0824, -5.1261, 4.8586], [0.7164, -3.4519, 4.5906], [1.0536, -2.3432, 2.3875], [-0.7083, -2.3537, -2.8440], [-0.9677, -3.9146, -4.7549], [-0.9983, -6.3665, -4.3423], [-0.8214, -7.2132, -2.0360], [-0.5803, -5.6508, -0.1460], [-0.5970, 0.6273, 2.5591], [-0.7300, 0.3069, 5.0064], [-2.5751, -1.0574, 5.9692], [-4.1710, -2.1885, 4.4722], [-3.9788, -1.9242, 2.0164], [-4.8118, 0.4043, 1.4539], [-7.0426, 0.4630, 0.4045], [-7.3347, -0.3004, -1.9338], [-5.3833, -1.1452, -3.1971], [-3.1409, -1.2292, -2.1048], [8.4008, 4.2512, -0.7909], [6.5936, 3.7965, -1.1993], [6.2114, 3.6960, -2.5233], [4.8907, 3.4053, -2.8242], [3.9539, 3.1844, -1.8087], [4.3816, 3.2713, -0.4768], [5.6881, 3.5897, -0.1686], [2.6626, 2.7730, -2.0658], [1.9484, 3.2990, -2.9610], [0.5732, 2.8937, -3.2478], [-0.1656, 3.6718, -4.1417], [-1.4870, 3.3505, -4.3942], [-2.0404, 2.2691, -3.7353], [-1.2349, 1.5489, -2.8582], [0.0353, 1.8353, -2.6231], [6.9381, 3.8468, -3.3103], [4.5843, 3.3042, -3.8594], [3.6734, 3.0616, 0.3178], [6.0028, 3.6598, 0.8633], [2.2971, 4.1824, -3.5144], [0.3004, 4.5260, -4.6189], [-2.0748, 3.9460, -5.0822], [-3.0697, 1.9743, -3.8897], [-1.6305, 0.6952, -2.3169], [3.8125, -0.5701, -1.5237], [3.4089, -0.9582, -3.1950], [1.6928, -0.6953, -3.5062], [3.6321, -2.0052, -3.3654], [3.9800, -0.3024, -3.8441], [1.8044, 7.0852, 2.5570], [1.8788, 5.7393, 2.5556], [1.5645, 5.0168, 1.4179], [1.2120, 5.6776, 0.3023], [1.6281, 3.6408, 1.4310], [1.3103, 2.9912, 0.3050], [2.0304, 2.8878, 2.5515], [2.1442, 1.1896, 2.5304], [2.3495, 3.6726, 3.6778], [2.7570, 3.0742, 4.8068], [2.2751, 5.0490, 3.6867], [2.6012, 5.7400, 4.7964]],
  "forces_ev_per_a": [[0.62, 0.65, 0.06], [0.13, 0.00, -0.19], [0.29, 0.07, -0.06], [0.15, -0.25, -0.06], [-0.02, 0.01, 0.19], [-0.56, 0.24, 0.40], [0.23, -0.29, -1.26], [-0.45, -0.71, 1.79], [-0.46, 0.67, -1.26], [-0.08, -0.69, 0.59], [0.42, 0.28, -0.16], [-0.07, -0.09, -0.20], [0.04, 0.04, 0.16], [-0.30, 0.21, 0.00], [-0.12, 0.25, 0.17], [0.05, 0.08, -0.05], [-0.09, -0.09, 0.01], [0.02, 0.02, 0.08], [0.02, 0.05, 0.06], [-0.13, -0.07, -0.05], [0.15, -0.06, -0.15], [-0.10, -0.13, -0.07], [0.02, 0.00, 0.06], [0.01, -0.03, -0.05], [-0.03, -0.12, -0.05], [-0.02, 0.08, 0.01], [0.25, -0.08, 0.03], [-0.13, 0.04, -0.12], [0.06, 0.00, 0.06], [0.00, -0.02, 0.05], [-0.09, -0.09, 0.06], [0.10, 0.02, -0.02], [-0.03, 0.25, -0.02], [0.02, -0.07, -0.05], [-0.08, -0.01, 0.05], [-0.02, 0.01, -0.03], [-0.04, 0.01, -0.02], [-0.08, -0.11, -0.02], [-0.02, 0.01, -0.02], [0.00, -0.02, 0.00], [-0.01, -0.02, -0.03], [0.09, 0.02, 0.03], [-0.04, -0.02, -0.01], [-0.03, 0.01, -0.03], [-0.01, 0.04, -0.06], [-0.05, -0.02, -0.01], [0.00, 0.03, 0.08], [-0.02, -0.01, 0.00], [-0.02, 0.00, 0.02], [0.00, -0.02, 0.03], [-0.01, -0.03, -0.01], [-0.07, -0.01, 0.03], [0.00, -0.01, -0.01], [0.05, -0.08, -0.01], [0.09, 0.11, -0.04], [0.00, -0.02, -0.03], [-0.01, -0.02, 0.05], [-0.01, 0.02, 0.00], [-0.03, 0.01, 0.00], [0.00, 0.01, -0.01], [0.02, 0.00, 0.07], [-0.02, 0.03, 0.01], [0.03, 0.00, 0.00], [-0.03, 0.01, 0.01], [-0.01, 0.02, 0.05], [0.07, -0.03, -0.05], [0.06, -0.02, 0.12], [-0.01, 0.02, -0.02], [0.03, -0.01, 0.00], [0.01, -0.02, -0.03], [-0.02, -0.02, 0.04], [-0.04, 0.04, 0.00], [0.01, -0.01, 0.01], [0.00, -0.01, 0.02], [0.03, -0.01, 0.01], [0.03, 0.00, 0.03], [-0.05, -0.05, 0.00], [0.02, 0.09, 0.03], [0.10, 0.11, 0.04], [-0.26, -0.11, -0.01], [0.96, 0.19, 0.11], [-0.33, -0.15, -0.02], [0.16, 0.08, -0.09], [-0.69, -0.65, -0.11], [0.44, 0.47, 0.26], [-1.00, -0.22, -0.24], [0.39, 0.00, 0.10], [-0.20, -0.07, 0.04], [0.13, 0.13, -0.17], [-0.17, -0.34, 0.06], [0.45, 0.37, 0.06], [-0.02, 0.00, -0.01], [0.01, -0.04, 0.03], [0.14, -0.05, -0.11], [-0.01, -0.01, 0.00], [0.01, -0.02, -0.09], [0.01, 0.00, 0.00], [0.00, 0.00, 0.00], [-0.01, 0.00, 0.06], [0.09, -0.01, 0.01], [0.26, 0.28, -0.01], [-0.04, 0.04, 0.10], [-0.03, -0.04, -0.21], [0.01, 0.02, 0.00], [-0.01, -0.05, 0.00], [0.03, 0.06, 0.02], [-0.01, -0.10, -0.06], [-0.01, 0.16, 0.04], [-0.01, 0.01, -0.05], [-0.02, -0.19, 0.34], [-0.11, 0.05, -0.10], [-0.02, 0.67, 0.07], [0.08, -0.62, -0.18], [-0.07, -0.16, -0.27], [0.03, 0.01, 0.12], [-0.01, 0.06, -0.03], [0.00, 0.04, 0.06]],
  "mulliken_charge": [0.959, -0.977, -0.187, -1.371, -0.247, 0.843, 1.169, -1.455, 1.556, 0.294, 0.183, -1.076, -1.224, -1.117, 1.550, -0.826, -1.047, -0.645, -0.944, -0.458, 0.080, -0.694, -0.946, -0.581, -0.977, -0.113, 0.527, -0.319, -1.056, -0.631, -0.934, -0.082, 0.156, -0.332, -0.787, -0.530, -0.783, -0.494, 0.477, 0.076, 0.281, 0.457, 0.291, 0.295, 0.482, 0.299, -0.498, 0.274, 0.189, 0.322, 0.287, 0.290, 0.420, 0.214, 0.472, 0.315, 0.663, 0.308, 0.355, 0.351, 0.571, 0.132, 0.438, 0.343, 0.400, 0.562, 0.016, 0.470, 0.327, 0.357, 0.532, 0.577, 0.374, 0.357, 0.434, 0.097, -0.253, 0.125, -0.632, -0.351, -0.802, 0.104, -0.760, 0.636, -0.606, 0.495, -1.021, -0.599, -1.036, -0.850, 1.002, 0.411, 0.453, 0.540, 0.521, 0.433, 0.428, 0.387, 0.546, 0.795, -0.085, -0.748, -0.050, 0.404, 0.478, -0.370, 0.493, -0.122, -0.414, -1.219, 0.049, 1.093, -0.258, 0.112, -0.381, 0.312, -0.352],
  "gap_ha": 0.183,
  "total_charge": -2
}



{
  "formula": "C50H50AgNP2S2Si",
  "method": "ωB97M-V/def2-TZVPD",
  "elements": ["Ag", "C", "Si", "C", "C", "C", "C", "C", "C", "P", "C", "C", "C", "C", "C", "C", "C", "C", "C", "C", "C", "C", "C", "C", "C", "C", "C", "C", "P", "C", "C", "C", "C", "C", "C", "C", "C", "C", "C", "C", "C", "H", "H", "H", "H", "H", "H", "H", "H", "H", "H", "H", "H", "H", "H", "H", "H", "H", "H", "H", "H", "H", "H", "H", "H", "H", "H", "H", "H", "H", "H", "H", "C", "C", "S", "C", "C", "S", "H", "H", "H", "H", "H", "H", "C", "N", "C", "C", "C", "C", "C", "C", "C", "C", "H", "H", "H", "H", "H", "H", "H", "H", "H", "H", "H", "H", "H"],
  "xyz": [[-1.8659, 0.5621, 0.2197], [2.2408, -1.9808, 0.6449], [1.7661, -1.4049, -1.1459], [3.5297, -0.9111, -1.6367], [4.6099, -1.6187, -2.1869], [5.8459, -0.9997, -2.3698], [6.0285, 0.3248, -2.0062], [4.9828, 1.0343, -1.4312], [3.7507, 0.4201, -1.2534], [2.2552, 1.1433, -0.4705], [3.1198, 2.5837, 0.2679], [3.6135, 2.3428, 1.5476], [4.3442, 3.2885, 2.2389], [4.6083, 4.5161, 1.6499], [4.1305, 4.7789, 0.3687], [3.3859, 3.8159, -0.3199], [1.5484, 1.9291, -1.9643], [0.6893, 3.0129, -1.8231], [0.1416, 3.6211, -2.9473], [0.4441, 3.1665, -4.2137], [1.2842, 2.0644, -4.3617], [1.8262, 1.4424, -3.2476], [1.4150, -3.1576, -1.7757], [2.0893, -4.0991, -2.5398], [1.5485, -5.3628, -2.7679], [0.3142, -5.7018, -2.2132], [-0.3974, -4.7622, -1.4607], [0.1410, -3.4950, -1.2842], [-0.7170, -2.0039, -0.5742], [-1.2363, -1.2959, -2.1723], [-1.5721, -2.0929, -3.2618], [-1.9919, -1.4963, -4.4461], [-2.0956, -0.1153, -4.5400], [-1.7480, 0.6821, -3.4619], [-1.3014, 0.0850, -2.3043], [-2.2546, -2.9369, -0.1230], [-2.1710, -3.6233, 1.0935], [-3.2061, -4.4170, 1.5562], [-4.3636, -4.5626, 0.7891], [-4.4725, -3.8730, -0.4074], [-3.4300, -3.0580, -0.8489], [3.1290, -2.6121, 0.5843], [1.4431, -2.5700, 1.1084], [2.4558, -1.1501, 1.3115], [4.5038, -2.6657, -2.4663], [6.6748, -1.5486, -2.8211], [6.9896, 0.8023, -2.1572], [5.1169, 2.0632, -1.1354], [3.4016, 1.3882, 2.0180], [4.6979, 3.0671, 3.2401], [5.1655, 5.2660, 2.1878], [4.3158, 5.7424, -0.0906], [3.0137, 4.0316, -1.3179], [0.4298, 3.3804, -0.8432], [-0.5322, 4.4602, -2.8118], [0.0167, 3.6489, -5.0899], [1.5003, 1.6676, -5.3555], [2.4835, 0.5932, -3.3907], [3.0432, -3.8577, -2.9865], [2.0780, -6.0827, -3.3868], [-0.1033, -6.6897, -2.3737], [-1.3770, -5.0218, -1.0671], [-1.4962, -3.1719, -3.2048], [-2.2473, -2.1141, -5.2983], [-2.4280, 0.3405, -5.4654], [-1.8034, 1.7552, -3.5108], [-0.7949, 0.7579, -1.6030], [-1.2553, -3.5434, 1.6711], [-3.1154, -4.9338, 2.5032], [-5.1908, -5.1591, 1.1592], [-5.3914, -3.9336, -0.9861], [-3.5516, -2.5222, -1.7776], [0.6852, 4.7726, 1.9870], [-0.3729, 3.7517, 1.5901], [0.2555, 2.1360, 1.3173], [-1.6685, 4.1014, 1.4622], [-2.0868, 5.5176, 1.8086], [-2.9912, 3.0614, 0.9915], [1.6616, 4.2953, 2.1312], [0.4427, 5.3048, 2.9186], [0.8369, 5.5418, 1.2275], [-1.3743, 6.2738, 1.4726], [-2.1860, 5.6430, 2.8966], [-3.0610, 5.7381, 1.3829], [-1.0396, -1.2485, 4.9335], [-0.7548, -0.1945, 3.9338], [-0.0837, -0.7923, 2.7349], [-2.0130, 0.6250, 3.5922], [-3.1519, -0.1925, 3.0900], [-4.1216, -0.5954, 4.0251], [-5.2956, -1.1962, 3.6087], [-5.4949, -1.3654, 2.2361], [-4.5076, -0.9835, 1.3319], [-3.2813, -0.4014, 1.7047], [-0.1129, -1.7723, 5.1552], [-1.7837, -1.9187, 4.4869], [-1.4717, -0.7724, 5.8141], [-0.1172, 0.5076, 4.3117], [-0.8222, -1.4335, 2.2504], [0.7668, -1.3601, 3.1061], [0.2131, 0.0390, 2.0802], [-1.6615, 1.3722, 2.8757], [-2.2383, 1.1329, 4.5368], [-3.9735, -0.3927, 5.0832], [-6.0494, -1.4988, 4.3264], [-6.4134, -1.8116, 1.8571], [-4.7355, -1.1177, 0.2784]],
  "forces_ev_per_a": [[-0.41, 0.78, 1.09], [0.02, -0.31, 0.06], [0.48, -0.46, 0.25], [0.83, -0.29, -0.17], [-0.15, 0.14, 0.01], [0.08, -0.18, -0.25], [0.13, 0.00, 0.05], [-0.05, -0.15, -0.08], [0.24, -0.06, -0.16], [0.19, 0.55, -0.10], [0.22, 0.19, 0.11], [0.10, -0.06, 0.21], [0.05, -0.08, 0.00], [-0.13, 0.15, -0.37], [-0.16, -0.23, 0.13], [0.18, 0.18, 0.15], [0.08, -0.04, -0.12], [-0.13, 0.11, -0.43], [-0.09, 0.27, 0.22], [0.16, -0.18, -0.40], [-0.11, -0.02, -0.23], [-0.08, 0.28, -0.05], [-0.02, -0.33, -0.01], [-0.04, -0.22, -0.10], [-0.46, -0.13, 0.08], [0.30, 0.06, -0.01], [0.17, -0.12, -0.17], [0.07, -0.12, -0.03], [-0.62, -0.23, -0.10], [-0.05, -0.27, -0.07], [-0.21, 0.24, -0.27], [0.00, 0.03, 0.01], [-0.16, -0.04, -0.26], [-0.29, -0.18, -0.17], [0.46, 0.33, -0.04], [-0.13, -0.27, 0.25], [-0.14, -0.06, -0.06], [-0.10, -0.06, -0.25], [0.05, 0.15, 0.20], [0.02, 0.09, 0.07], [-0.25, -0.27, -0.03], [0.11, -0.09, 0.07], [-0.02, -0.07, -0.07], [0.11, 0.28, 0.05], [0.02, 0.21, 0.07], [-0.16, 0.04, 0.12], [0.04, 0.02, -0.02], [0.12, 0.11, 0.03], [-0.06, 0.00, -0.04], [0.02, 0.04, -0.01], [0.12, 0.17, 0.08], [0.03, 0.03, -0.02], [0.07, -0.01, 0.13], [-0.01, 0.03, 0.13], [0.00, -0.01, -0.01], [0.03, -0.05, 0.09], [-0.03, 0.12, 0.22], [-0.06, 0.05, 0.09], [0.09, -0.02, -0.01], [-0.01, 0.02, 0.05], [0.00, -0.01, -0.03], [0.15, 0.03, -0.05], [-0.03, 0.05, 0.06], [0.01, -0.04, -0.05], [-0.02, 0.00, -0.03], [0.04, 0.17, -0.08], [-0.16, -0.18, 0.31], [0.03, 0.00, 0.07], [0.00, -0.02, 0.06], [0.05, -0.03, -0.05], [0.11, -0.03, 0.01], [0.02, 0.07, -0.09], [0.18, -0.11, 0.26], [0.10, 0.30, 0.14], [-0.41, -0.23, 0.17], [-0.11, 0.23, -0.01], [0.04, 0.11, 0.17], [-0.10, -0.26, -0.18], [-0.26, 0.00, -0.01], [-0.07, -0.08, -0.05], [-0.06, 0.13, -0.18], [0.09, 0.04, -0.07], [0.04, -0.05, -0.02], [-0.06, -0.01, -0.11], [-0.20, 0.32, -0.23], [-0.13, 0.04, -0.23], [-0.32, 0.04, 0.18], [0.54, 0.09, 0.31], [-0.26, 0.01, 0.05], [0.05, 0.08, -0.24], [-0.03, -0.09, -0.28], [0.23, -0.01, -0.01], [-0.24, 0.02, 0.14], [-0.11, 0.02, -0.20], [-0.05, -0.05, 0.12], [0.25, 0.10, 0.15], [0.08, -0.15, 0.07], [0.10, -0.11, -0.03], [0.20, 0.11, -0.04], [0.08, -0.04, -0.15], [-0.06, -0.49, 0.20], [-0.18, -0.07, -0.14], [-0.14, -0.05, -0.06], [0.02, 0.02, 0.03], [-0.02, 0.00, 0.01], [0.04, 0.07, 0.12], [0.09, -0.02, 0.07]],
  "mulliken_charge": [0.367, -1.561, 2.693, 0.298, -0.710, -0.878, -0.790, -0.847, -0.125, 1.062, 0.801, -0.196, -0.642, -0.558, -0.776, -0.296, -0.009, 0.053, -0.748, -0.744, -0.515, -0.421, 0.349, -1.009, -0.934, -0.791, -0.527, -0.108, 0.924, 1.417, -1.031, -0.894, -0.865, -0.779, 0.453, 1.245, -0.236, -0.857, -0.607, -0.617, -0.828, 0.552, 0.521, 0.123, 0.137, 0.347, 0.397, 0.396, 0.091, 0.361, 0.308, 0.374, 0.420, 0.100, 0.393, 0.275, 0.358, 0.307, 0.254, 0.358, 0.367, 0.343, 0.491, 0.383, 0.326, 0.684, -1.033, 0.316, 0.370, 0.327, 0.293, 0.350, -1.513, -0.312, 0.370, 0.768, -1.542, -0.538, 0.111, 0.418, 0.252, 0.345, 0.227, 0.379, -0.869, 0.164, -0.276, -0.375, 2.306, -0.333, -0.728, -0.569, 0.339, -1.588, 0.313, 0.329, 0.342, 0.366, -0.148, 0.413, -0.668, -1.074, 0.617, 0.280, 0.365, 0.394, 0.383],
  "gap_ha": 0.147,
  "total_charge": -2
}